1.
A structure of composition C17H22CrN. Source: the OMol25 dataset; level of theory: ωB97M-V with the def2-TZVPD basis set.

Results
Spin multiplicity ... 5
Net charge ... -1
HOMO level (alpha / beta) ... -2.1 / -2.9 eV
Largest force on an atom ... 0.016 Eh/bohr
Molecular weight ... 292.366 g mol⁻¹
LUMO level (alpha / beta) ... 2.97 / 2.90 eV

Last column: Löwdin charge in e.
Geometry (Å):
Cr  0.071  -0.111  0.609  0.625
C  3.716  -0.126  0.601  -0.058
C  2.574  0.817  0.813  -0.325
C  2.201  1.221  2.120  -0.075
C  1.006  1.848  2.347  -0.108
C  0.108  2.080  1.262  -0.194
C  0.595  1.966  -0.058  -0.190
C  1.784  1.256  -0.260  -0.130
H  4.556  0.110  1.259  0.074
H  4.072  -0.099  -0.431  0.073
H  3.392  -1.151  0.812  0.076
H  2.846  0.963  2.952  0.113
H  0.697  2.090  3.356  0.102
H  -0.851  2.542  1.446  0.100
H  0.016  2.321  -0.900  0.111
H  2.115  1.037  -1.269  0.115
C  -2.868  -2.313  0.445  -0.108
C  -2.928  -0.851  0.869  -0.533
C  -4.359  -0.324  0.730  -0.120
C  -1.935  0.000  0.069  -0.255
H  -3.510  -2.941  1.071  0.068
H  -1.846  -2.687  0.501  0.049
H  -3.215  -2.410  -0.592  0.072
H  -2.658  -0.815  1.932  0.111
H  -4.649  -0.329  -0.326  0.070
H  -4.440  0.708  1.085  0.061
H  -5.089  -0.928  1.280  0.062
H  -2.247  1.056  0.106  0.026
H  -2.002  -0.294  -0.992  0.043
N  0.411  -1.810  1.052  -0.135
C  0.655  -2.853  1.843  -0.466
C  0.084  -3.023  3.138  -0.075
C  0.387  -4.110  3.939  -0.155
C  1.268  -5.107  3.526  -0.174
C  1.836  -4.976  2.257  -0.158
C  1.543  -3.901  1.442  -0.086
H  -0.607  -2.266  3.494  0.086
H  -0.081  -4.183  4.917  0.081
H  1.502  -5.952  4.161  0.067
H  2.522  -5.736  1.890  0.080
H  1.987  -3.817  0.456  0.082

2.
A structure of composition C15H25INO4P2STi. Source: the OMol25 dataset; level of theory: ωB97M-V with the def2-TZVPD basis set.

Results
Spin multiplicity ... 1
Net charge ... +3
Energy relative to the best compared isomer or geometry (same formula, charge and spin) ... 0.00 kJ/mol
HOMO level (alpha / beta) ... -17.4 / -17.4 eV
Largest force on an atom ... 0.178 Eh/bohr
Molecular weight ... 552.154 g mol⁻¹
LUMO level (alpha / beta) ... -13.67 / -13.67 eV

Last column: Löwdin charge in e.
Geometry (Å):
C  0.776  0.862  -4.937  -0.613
I  -0.908  2.029  -4.597  0.842
H  1.542  1.460  -5.415  0.018
H  0.552  -0.082  -5.420  0.007
H  1.076  0.656  -3.895  -0.063
Ti  0.208  -0.373  -0.355  0.942
P  -1.219  -1.769  -1.726  0.805
C  -1.062  -3.527  -1.189  -0.186
C  -2.898  -1.250  -1.227  -0.187
H  -3.628  -1.955  -1.633  0.093
H  -2.329  -2.496  -3.769  0.099
H  -3.076  -0.255  -1.646  0.073
H  -1.364  -0.993  -4.026  0.000
H  -0.692  -3.595  -0.155  0.038
H  -2.987  -1.205  -0.137  0.043
C  -1.383  -1.977  -3.540  -0.191
H  -2.046  -4.007  -1.252  0.095
H  -0.538  -2.580  -3.910  0.076
H  -0.349  -4.025  -1.857  0.076
P  1.520  1.968  -1.038  0.811
C  2.986  1.937  0.084  -0.238
C  2.304  2.937  -2.399  -0.235
H  -0.288  3.538  -0.790  0.063
H  1.267  4.300  -0.396  0.086
H  0.476  3.203  0.777  0.040
C  0.664  3.394  -0.279  -0.237
H  1.533  3.440  -2.994  0.037
H  2.954  3.694  -1.931  0.077
H  3.577  2.855  -0.085  0.079
H  3.592  1.053  -0.156  0.052
H  2.918  2.287  -3.034  0.061
H  2.637  1.896  1.126  0.055
C  1.581  -1.860  -0.416  0.012
O  2.450  -2.627  -0.400  0.288
O  -0.536  -3.386  2.669  -0.219
S  -1.342  -2.203  2.617  0.749
O  -2.759  -2.259  2.363  -0.209
N  -0.626  -1.137  1.422  -0.109
C  -0.610  0.114  1.878  -0.406
O  -0.447  1.009  0.931  -0.126
C  -0.679  0.231  3.316  -0.122
C  -0.108  1.214  4.146  0.056
C  0.044  0.927  5.498  0.006
C  -0.378  -0.280  6.063  0.043
C  -0.888  -1.275  5.225  0.037
C  -0.999  -0.997  3.868  -0.193
H  0.277  2.134  3.715  0.138
H  0.555  1.658  6.145  0.147
H  -0.218  -0.444  7.119  0.144
H  -1.135  -2.242  5.644  0.147

3.
A structure of composition C11H32Li6O7. Source: the OMol25 dataset; level of theory: ωB97M-V with the def2-TZVPD basis set.

Results
Spin multiplicity ... 2
Net charge ... +3
HOMO level (alpha / beta) ... -13.8 / -16.3 eV
Largest force on an atom ... 0.072 Eh/bohr
Molecular weight ... 318.016 g mol⁻¹
LUMO level (alpha / beta) ... -9.29 / -9.58 eV

Last column: Löwdin charge in e.
Geometry (Å):
Li  -2.189  -4.055  -0.763  0.772
Li  1.408  -4.533  -0.299  0.851
Li  1.730  -2.493  -4.811  0.696
Li  -0.860  -0.580  -4.128  0.665
Li  -0.673  -3.486  -3.192  0.565
Li  2.329  0.468  -3.995  0.805
O  1.008  -1.096  -3.394  -0.659
C  1.274  -1.322  -1.994  -0.352
C  0.287  -1.963  -0.934  -0.377
O  -0.233  -3.253  -1.158  -0.559
H  1.717  -0.389  -1.648  0.074
H  2.179  -1.930  -1.999  0.092
H  -0.611  -1.346  -0.933  0.081
H  0.782  -1.804  0.024  0.089
O  -3.376  -2.480  -0.405  -0.085
H  -4.071  -2.065  0.106  0.070
H  -3.050  -1.786  -0.977  0.013
O  -1.662  0.958  -3.011  -0.085
H  -2.224  0.532  -2.363  -0.002
H  -1.577  1.859  -2.699  0.072
C  3.048  1.785  -0.611  -0.076
C  3.935  2.841  0.076  -0.531
C  5.277  2.349  0.621  -0.020
O  4.095  3.754  -0.897  -0.011
H  2.049  2.166  -0.826  0.077
H  2.837  0.996  0.111  0.051
H  3.571  1.339  -1.457  0.068
H  3.360  3.266  0.898  0.142
H  5.917  1.938  -0.161  0.085
H  5.210  1.525  1.331  0.080
H  5.795  3.173  1.111  0.095
H  3.215  4.019  -1.172  0.098
C  -4.971  1.297  0.704  -0.029
C  -3.629  1.129  -0.038  -0.469
C  -2.536  0.569  0.925  -0.043
O  -3.659  0.303  -1.160  -0.071
H  -4.739  1.962  1.535  0.100
H  -5.517  0.439  1.096  0.088
H  -5.747  1.717  0.064  0.090
H  -3.349  2.161  -0.250  0.140
H  -2.984  -0.257  1.478  0.078
H  -2.241  1.212  1.755  0.094
H  -1.596  0.377  0.409  0.056
H  -4.396  0.652  -1.667  0.126
C  1.193  -0.031  2.224  -0.059
C  0.184  -0.615  3.280  -0.425
C  -0.545  -1.836  2.764  -0.065
O  0.863  -1.028  4.504  -0.030
H  1.964  -0.731  1.901  0.073
H  1.731  0.855  2.559  0.081
H  0.638  0.336  1.360  0.049
H  -0.574  0.136  3.502  0.129
H  -1.118  -2.321  3.555  0.097
H  0.172  -2.584  2.426  0.067
H  -1.212  -1.710  1.911  0.046
H  1.573  -0.416  4.710  0.091